1.
98
Properties=species:S:1:pos:R:3 method="wB97M-V/def2-TZVPD" total_energy_ev=-110431.8407 total_charge=+1 orbital_gap_ev="8.399 / 6.432" spin_multiplicity=6 lumo_ev="-2.25 / -4.22" relative_energy_kcal_mol=17.7
Sb 3.703 -0.175 -0.080
Fe 0.989 -0.228 -0.296
P -3.126 1.805 0.542
P -0.183 1.969 0.038
O 1.004 -1.189 -2.155
O -0.077 -1.807 0.274
O 0.621 -3.343 -2.856
O -1.398 -3.388 -0.728
N -1.711 1.371 -0.390
C 4.394 1.062 1.590
C -3.506 3.707 -1.552
C -0.396 0.482 3.818
C 0.771 5.414 -1.892
C -4.918 -0.050 -0.698
C 4.566 0.650 -1.903
C -4.067 2.945 -0.533
C 4.402 -2.223 0.283
C 0.745 4.088 -1.485
C -4.067 0.251 0.364
C -4.529 -1.922 1.315
C 4.417 -0.323 -3.074
C 3.974 2.502 1.291
C 5.716 -2.288 1.057
C -6.170 4.077 -0.898
C 0.040 6.363 -1.196
C -4.269 4.636 -2.244
C -5.409 3.152 -0.208
C 5.890 1.047 1.885
C -5.603 4.821 -1.923
C 0.594 -2.349 -2.232
C -0.723 5.997 -0.095
C -0.141 1.851 1.847
C 3.636 0.563 2.822
C 0.193 1.474 4.591
C -3.895 -0.692 1.377
C -0.553 -2.587 -0.568
C 4.571 -2.975 -1.038
C -0.565 0.668 2.456
C 3.304 -2.910 1.097
C 6.033 1.034 -1.739
C -0.755 4.676 0.312
C 3.730 1.892 -2.226
C -5.359 -2.216 0.245
C -5.558 -1.277 -0.757
C 0.472 2.831 2.625
C -1.853 0.965 -1.796
C -0.014 3.715 -0.380
C 0.625 2.646 3.991
H 4.617 2.958 0.535
H -3.274 -0.452 2.231
H -5.868 2.582 0.591
H 5.614 -1.905 2.073
H 2.692 1.616 -2.434
H 1.361 5.703 -2.751
H 4.131 2.363 -3.127
H 1.313 3.343 -2.027
H 0.060 7.396 -1.515
H 6.165 1.859 -1.035
H 6.648 0.196 -1.408
H -1.063 -0.103 1.875
H 6.424 1.367 -2.703
H -1.298 6.741 0.439
H 0.313 1.335 5.657
H 3.867 1.207 3.673
H 4.616 0.225 -3.998
H -2.461 3.597 -1.811
H 2.936 2.582 0.952
H 1.080 3.425 4.587
H -3.814 5.214 -3.038
H -1.039 0.295 -2.081
H 2.357 -2.960 0.553
H 2.551 0.584 2.682
H 4.733 -4.032 -0.817
H 0.820 3.751 2.173
H 5.440 -2.625 -1.595
H 5.132 -1.143 -3.029
H -6.216 -1.501 -1.586
H -1.368 4.384 1.157
H 6.495 1.340 1.024
H 3.612 -3.936 1.308
H 3.410 -0.740 -3.149
H 4.068 3.099 2.201
H -6.199 5.542 -2.465
H -2.789 0.427 -1.917
H -5.859 -3.174 0.195
H 3.694 -2.907 -1.686
H -7.210 4.218 -0.635
H -5.088 0.680 -1.479
H 6.019 -3.335 1.138
H 6.242 0.078 2.236
H 6.085 1.770 2.681
H 6.526 -1.750 0.561
H 3.928 -0.454 3.094
H -0.738 -0.438 4.274
H 3.737 2.639 -1.430
H 3.117 -2.418 2.054
H -1.850 1.813 -2.485
H -4.383 -2.647 2.104

***

2.
51
Properties=species:S:1:pos:R:3 method="wB97M-V/def2-TZVPD" total_energy_ev=-49634.5762 total_charge=+1 orbital_gap_ev=7.335 spin_multiplicity=1 lumo_ev=-4.64
Cl 4.882 -4.101 -0.342
Cl 4.568 -1.172 1.141
O -3.497 -1.256 3.530
N -4.800 0.660 -2.832
N 1.822 0.041 -0.432
N 0.614 0.575 -0.449
C 1.778 -1.173 0.231
C 4.360 3.318 -0.602
C -0.708 -1.181 0.849
C -0.587 0.116 0.066
C 0.569 1.917 -1.164
C -2.026 -1.750 1.501
C 2.816 3.054 -0.309
C 2.116 -3.882 -1.190
C 3.298 -3.177 -0.394
C -1.918 0.967 -0.157
C -2.234 -0.968 2.903
C 2.012 2.453 -1.583
C 3.189 -1.932 0.257
C -0.956 -1.208 3.825
C -2.499 0.816 -1.675
C 0.647 -1.883 0.919
C -4.056 0.413 -1.580
H 0.128 2.715 -0.468
H 4.914 2.338 -0.440
H 2.327 4.067 -0.083
H -2.771 0.592 0.513
H -4.720 1.628 -3.151
H -0.033 1.823 -2.137
H 1.349 -3.124 -1.564
H 1.821 3.365 -2.257
H 2.630 1.736 -2.204
H 1.634 -4.676 -0.523
H -2.947 -1.666 0.820
H -4.580 -0.020 -3.564
H 0.824 -2.868 1.440
H -4.485 1.048 -0.722
H -3.833 -0.376 3.810
H -4.095 -0.662 -1.215
H -0.074 -0.575 3.449
H -1.793 2.069 0.134
H -2.481 1.875 -2.123
H -1.871 0.111 -2.303
H 4.730 4.029 0.221
H 2.575 -4.415 -2.082
H -1.107 -0.888 4.914
H 2.603 2.379 0.578
H 4.579 3.820 -1.594
H -0.586 -2.296 3.792
H -1.898 -2.865 1.700
H -2.246 0.153 2.644

***

3.
75
Properties=species:S:1:pos:R:3 method="wB97M-V/def2-TZVPD" total_energy_ev=-179383.5705 total_charge=-1 orbital_gap_ev="6.065 / 6.052" spin_multiplicity=1 lumo_ev="2.04 / 2.04" relative_energy_kcal_mol=7.1
Br -5.285 -2.004 -4.232
Fe -0.284 0.037 -0.259
S -1.373 1.864 0.704
S 0.589 1.611 -1.861
Si 2.712 1.105 0.663
Si 1.360 -0.661 2.900
N -1.908 -0.171 -1.650
N -1.439 -3.218 -0.942
N -1.749 6.534 -4.692
N 1.192 -1.281 -1.038
N -4.293 6.819 -1.409
N -1.680 -1.189 1.143
C -1.701 -3.587 0.441
C -1.473 2.979 -0.639
C -3.165 -0.162 -1.213
C -0.607 2.874 -1.752
C 2.928 -0.996 3.895
C -1.649 4.854 -2.719
C 4.271 1.021 1.746
C 3.495 0.955 -1.044
C -3.497 5.996 -1.515
C -2.360 -2.471 1.221
C 2.443 -3.658 -0.430
C 1.319 -2.237 -1.956
C 2.306 -2.690 0.533
C -2.614 -1.231 -3.670
C 1.969 -3.429 -1.728
C 1.721 -1.444 0.206
C -2.503 4.956 -1.617
C 2.094 2.824 1.021
C -2.399 4.021 -0.598
C -4.216 -0.685 -1.960
C 0.507 0.744 3.792
C -1.717 5.793 -3.813
C -3.911 -1.236 -3.190
C 0.387 -2.265 3.223
C 1.512 -0.293 1.080
C -0.720 3.827 -2.768
C -1.639 -0.676 -2.851
H 3.612 -1.694 3.408
H 0.182 -2.852 2.330
H 5.035 1.628 1.256
H 4.534 0.641 -0.923
H -3.307 0.292 -0.241
H -0.044 0.366 4.656
H -1.925 -0.581 1.917
H -0.179 1.299 3.148
H -0.610 -0.595 -3.171
H 2.676 -2.850 1.537
H -0.672 -1.313 1.210
H 1.238 1.465 4.164
H 4.665 0.010 1.847
H -2.294 -3.127 -1.477
H -2.371 -4.455 0.544
H 2.929 -4.596 -0.188
H 0.882 -2.026 -2.924
H -0.853 -3.903 -1.400
H -3.059 4.097 0.257
H 3.005 0.266 -1.728
H 2.885 3.517 0.722
H -3.386 -2.345 0.851
H 2.083 -4.158 -2.517
H -2.356 -1.635 -4.637
H 3.494 -0.103 4.135
H -0.566 -2.049 3.707
H -2.445 -2.803 2.264
H -0.061 3.758 -3.623
H 3.473 1.934 -1.521
H 1.914 2.959 2.089
H 4.130 1.433 2.745
H -5.226 -0.657 -1.582
H 1.180 3.069 0.490
H -0.750 -3.868 0.901
H 0.962 -2.904 3.895
H 2.603 -1.450 4.836

***

4.
42
Properties=species:S:1:pos:R:3 method="wB97M-V/def2-TZVPD" total_energy_ev=-41393.3671 total_charge=+2 orbital_gap_ev=7.270 spin_multiplicity=1 lumo_ev=-7.58 relative_energy_kcal_mol=16.6
Zr -0.832 -0.696 0.045
Cl 4.531 4.431 3.698
O -2.696 -1.501 0.145
O -2.297 0.454 0.960
O 0.265 -0.284 1.647
O 0.367 0.881 -0.182
N -1.961 0.591 -1.734
C 1.513 -1.792 -0.704
C -0.748 -3.392 -0.375
C 2.153 2.786 1.000
C 0.179 -3.284 0.660
C 0.759 0.765 1.059
C 2.048 1.432 3.023
C 2.931 2.281 3.640
C 3.036 3.634 1.620
C 0.561 -1.850 -1.741
C 1.322 -2.494 0.484
C -4.158 0.287 -0.529
C -3.431 0.329 -1.902
C -3.104 -0.301 0.337
C 3.432 3.383 2.938
C -0.573 -2.664 -1.562
C 1.652 1.669 1.693
C 0.811 -1.118 -3.031
H -4.420 1.279 -0.169
H -0.027 -1.220 -3.717
H -1.262 -2.820 -2.383
H 3.239 2.114 4.662
H 2.085 -2.473 1.249
H -5.047 -0.334 -0.601
H 3.426 4.494 1.095
H 1.639 0.581 3.552
H 0.067 -3.878 1.557
H 2.431 -1.241 -0.866
H -1.565 0.691 -2.665
H -3.893 1.093 -2.525
H -1.571 -4.088 -0.287
H 1.831 2.975 -0.015
H -1.858 1.517 -1.318
H 1.691 -1.537 -3.522
H -3.543 -0.637 -2.390
H 1.019 -0.063 -2.846

***

5.
96
Properties=species:S:1:pos:R:3 method="wB97M-V/def2-TZVPD" total_energy_ev=-64708.8305 total_charge=-1 orbital_gap_ev=6.028 spin_multiplicity=1 lumo_ev=1.14 relative_energy_kcal_mol=21.3
Sr -0.194 -0.030 0.248
O 3.297 1.452 2.864
O -0.616 -2.438 0.453
O 1.761 -0.297 -3.705
O -2.023 4.345 -0.420
O -1.525 1.955 0.466
N -2.411 -0.331 1.481
N -1.273 -4.634 -2.027
N 0.199 1.027 -2.575
N -1.232 -1.832 -2.339
N 1.252 0.579 2.211
N 2.117 0.722 -0.430
N -3.201 0.820 1.620
C 1.375 0.446 -2.777
C -5.661 4.145 1.539
C -0.792 0.573 5.859
C 1.222 -1.819 3.718
C 3.741 1.091 -2.093
C -2.631 -1.243 2.347
C 2.969 1.036 0.547
C -0.629 1.758 5.159
C 2.483 1.026 2.033
C 0.663 0.617 3.494
C -0.731 -4.496 1.585
C 2.445 0.752 -1.712
C -2.039 1.023 -3.562
C -2.677 1.859 1.026
C -4.066 5.314 0.175
C -2.730 0.900 -2.233
C 4.645 1.430 -1.100
C -0.985 1.645 -6.043
C 0.279 3.085 3.220
C 0.000 -2.590 -2.363
C 0.099 1.804 3.977
C -0.636 1.155 -3.694
C 1.294 1.988 -5.150
C -1.097 -3.139 1.423
C -0.130 1.558 -4.950
C -2.376 -2.498 -1.763
C -2.483 -3.413 3.408
C -1.206 -5.269 2.630
C -3.562 3.068 0.950
C -0.174 -4.014 -2.865
C -4.803 3.067 1.591
C -2.083 -4.735 3.560
C -2.037 -2.599 2.370
C 4.267 1.413 0.236
C -5.282 5.276 0.820
C -0.200 -0.588 5.386
C -3.189 4.221 0.234
C -2.582 -3.918 -2.271
C -2.856 1.111 -4.685
C 0.540 -0.578 4.211
C -2.341 1.393 -5.939
H 0.955 -2.679 4.335
H -0.868 -6.295 2.731
H -2.986 1.471 -6.805
H -0.177 3.021 2.230
H 0.744 -2.056 -2.960
H -3.360 -1.041 3.137
H 0.958 -2.051 2.685
H -2.218 -2.559 -0.679
H -2.448 -5.328 4.387
H -5.070 2.175 2.140
H -1.363 -5.627 -2.226
H 4.010 1.082 -3.139
H 1.340 3.298 3.077
H -6.614 4.112 2.050
H -3.347 -4.458 -1.713
H 0.717 -4.624 -2.723
H 4.932 1.684 1.044
H 2.307 -1.692 3.737
H -0.523 -4.090 -3.896
H 1.957 1.143 -5.341
H -1.449 -1.333 -3.194
H -1.036 -4.533 -1.029
H -2.760 -4.003 -3.343
H -0.310 -1.518 5.932
H -1.375 0.556 6.771
H 0.359 -2.666 -1.333
H -3.738 0.502 -2.367
H -1.085 2.670 5.531
H -3.926 0.988 -4.551
H 5.655 1.718 -1.368
H 0.021 -4.881 0.900
H -0.561 1.943 -6.996
H -1.536 3.492 -0.241
H -2.207 0.256 -1.532
H 1.347 2.690 -5.983
H -3.173 -2.981 4.124
H -2.825 1.876 -1.756
H -3.745 6.178 -0.392
H -0.174 3.918 3.759
H 1.679 2.494 -4.262
H -5.939 6.136 0.766
H -3.267 -1.892 -1.923

***

6.
56
Properties=species:S:1:pos:R:3 method="wB97M-V/def2-TZVPD" total_energy_ev=-161631.8634 total_charge=-2 orbital_gap_ev=5.097 spin_multiplicity=1 lumo_ev=4.44 relative_energy_kcal_mol=23.8
Pd 0.753 2.084 -0.291
As -0.559 -0.994 -0.467
Cl 1.574 -0.080 4.523
Cl 4.470 -1.292 4.865
Cl 6.224 -1.862 2.305
Cl 5.058 -1.224 -0.555
S 1.351 4.469 -0.160
O 2.420 0.139 -0.462
O 0.866 0.504 1.727
N 2.408 3.020 -2.237
N 3.540 2.876 -0.135
C -2.180 -1.721 -2.917
C 4.556 2.200 -0.688
C -1.617 -1.616 1.064
C 2.374 3.254 -0.837
C -1.060 1.615 -1.764
C -2.051 -1.736 -1.535
C 2.875 -0.201 0.670
C 4.590 1.986 -2.029
C -2.713 2.595 0.239
C -3.259 -2.350 -3.527
C -2.759 -2.334 0.696
C -2.086 -2.065 3.372
C -3.008 -2.399 -0.762
C 3.867 -0.921 3.267
C -1.984 1.441 0.452
C 4.132 -0.809 0.879
C -1.824 2.773 -1.975
C -1.202 0.871 -0.574
C -4.206 -3.015 -2.755
C 2.038 0.016 1.876
C 2.584 -0.345 3.114
C -1.273 -1.485 2.406
C 4.628 -1.162 2.155
C -3.563 -2.918 1.672
C -3.224 -2.779 3.009
C 3.430 2.413 -2.740
C -4.081 -3.041 -1.373
C -2.663 3.251 -0.994
H -1.822 -1.958 4.418
H -2.022 0.953 1.416
H 3.374 2.207 -3.810
H -4.824 -3.557 -0.775
H -3.318 2.992 1.047
H -3.848 -3.230 3.773
H -0.398 -0.905 2.676
H -3.358 -2.324 -4.606
H -5.043 -3.511 -3.232
H -4.453 -3.473 1.397
H -1.701 3.309 -2.908
H 3.472 2.953 0.866
H -3.235 4.156 -1.159
H 5.370 1.399 -2.485
H -1.440 -1.213 -3.527
H -0.491 1.218 -2.599
H 5.310 1.828 -0.008

***

7.
47
Properties=species:S:1:pos:R:3 method="wB97M-V/def2-TZVPD" total_energy_ev=-103748.0928 orbital_gap_ev=9.422 spin_multiplicity=1 lumo_ev=0.12 relative_energy_kcal_mol=3.3
Br -3.105 2.605 -1.656
F 1.644 1.155 4.652
O -0.945 2.957 -3.765
O -2.192 1.176 1.086
N 1.836 -0.803 -0.373
N 2.303 -0.537 0.804
N 0.909 2.719 -2.468
N 1.387 -0.919 1.701
N -0.821 2.668 2.116
N 0.733 2.356 -0.143
C -0.602 2.356 -0.252
C 1.606 -0.630 3.104
C 1.421 2.519 -1.258
C -1.244 2.552 -1.456
C -0.458 0.765 3.632
C -0.329 -0.828 -2.548
C -0.201 -1.810 -1.422
C -0.409 2.747 -2.564
C 0.300 -1.427 1.081
C -1.319 2.021 1.038
C 1.072 -3.798 -2.510
C -1.515 -1.115 -1.669
C -1.068 2.154 3.457
C -0.330 -3.871 -3.052
C -0.079 -3.283 -1.696
C 0.596 -1.353 -0.255
C 1.046 0.743 3.455
H -0.343 -1.198 -3.563
H 0.197 0.108 -2.421
H 1.731 -3.052 -2.934
H -2.306 -1.719 -2.094
H 0.026 3.189 1.955
H -0.564 -1.789 1.610
H 2.500 2.482 -1.183
H -0.381 -3.903 -0.859
H 1.555 -4.716 -2.206
H -0.689 0.368 4.624
H -0.922 0.107 2.898
H 1.149 -1.413 3.710
H -0.209 3.051 -4.387
H -2.144 2.108 3.619
H -1.839 -0.362 -0.962
H -0.593 -3.212 -3.868
H 1.374 1.438 2.677
H -0.648 2.863 4.168
H -0.810 -4.839 -3.092
H 2.681 -0.631 3.270

***

8.
20
Properties=species:S:1:pos:R:3 method="wB97M-V/def2-TZVPD" total_energy_ev=-10301.0845 orbital_gap_ev=8.313 spin_multiplicity=1 lumo_ev=1.02 relative_energy_kcal_mol=50.4
N 0.265 1.682 1.062
N 2.324 -1.002 -0.199
N 1.163 1.832 0.063
N -1.313 -1.743 0.140
C -1.668 1.516 -0.503
C 0.969 -1.263 -0.508
C -0.969 1.492 0.827
C 0.033 -1.490 0.425
H -1.073 1.007 -1.266
H 2.546 -1.172 0.773
H 2.975 -1.467 -0.813
H -1.818 2.547 -0.838
H -1.477 -2.068 -0.801
H 0.252 -1.333 1.473
H -1.583 1.374 1.709
H -1.785 -2.277 0.858
H 2.088 1.571 0.382
H 0.787 -1.521 -1.545
H -2.635 1.026 -0.431
H 0.920 1.289 -0.809

***

9.
8
Properties=species:S:1:pos:R:3 method="wB97M-V/def2-TZVPD" total_energy_ev=-5679.9672 orbital_gap_ev=9.454 spin_multiplicity=1 lumo_ev=-0.05 relative_energy_kcal_mol=104.7
N -1.149 0.914 -0.461
C -0.656 -0.699 0.148
C 1.692 0.844 -0.057
C 0.566 0.389 -0.053
C -1.970 0.043 -0.283
H 2.743 1.041 0.016
H -0.732 -0.977 1.203
H -0.494 -1.554 -0.514